(1)
C40H44F3GeIrN3O2PS2 | ωB97M-V/def2-TZVPD

Values from the calculation:
HOMO energy (alpha / beta): -9.843 / -9.851 eV
total charge: +1
HOMO-LUMO gap (alpha / beta): 0.2033 / 0.2030 Eh
energy above the lowest of the compared OMol25 structures with the same formula, charge and spin: 126.2 kcal per mole
<S²>: 0.757
max |F|: 0.0723 Eh/bohr
calculated total energy: -5483.70135 Ha
multiplicity: 2

Atoms and positions in Å:
C 2.485 4.021 1.326
C -3.442 1.971 3.716
C 2.488 2.709 -2.686
H -3.225 -3.762 -0.838
H -3.408 -2.025 -0.499
H 2.549 4.545 -3.783
C 4.615 -0.865 0.142
C -0.980 -1.452 3.610
C 2.954 3.989 -2.947
C -4.177 0.866 4.118
H -4.182 -4.956 1.420
C -0.794 -0.622 -4.079
H 6.669 -3.522 -0.203
H -3.229 -5.428 3.727
N -3.106 -3.204 1.184
C -4.367 4.667 2.246
H -4.628 0.224 3.371
S -4.248 1.398 0.668
C -4.322 0.600 5.473
C 4.014 2.537 -0.831
H 2.060 4.850 0.766
H -1.075 -4.287 3.429
C -3.727 1.426 6.415
O 0.656 1.677 -0.712
C -3.220 -4.435 3.279
H -2.579 3.212 6.745
C 5.649 -1.745 0.417
H -1.872 -0.697 -4.047
H -5.124 4.054 2.721
C -3.012 2.546 6.010
H 5.270 -3.844 -2.211
C -2.409 6.218 1.035
H -3.828 1.206 7.470
H -4.732 -3.139 -0.133
H -1.648 6.825 0.561
C -3.240 -4.529 1.766
C -3.572 6.807 1.503
F 0.905 -2.301 -0.842
C 2.456 1.572 1.502
Ir -0.630 0.040 0.255
H -1.950 -3.501 4.757
H 3.573 4.048 1.243
H -0.542 -0.309 -1.948
H -1.445 -0.971 4.472
C -2.863 2.817 4.661
C 1.989 -0.398 -4.149
C 5.094 -2.997 -1.561
S -1.017 1.866 1.874
H 6.253 -1.601 1.303
C -3.194 4.079 1.780
C -0.066 -0.406 -2.924
C 0.606 -1.763 0.385
H 1.819 0.719 1.270
C 3.946 4.545 -2.150
H -4.910 -0.248 5.799
O -2.242 -1.125 1.150
C 1.277 -0.641 -5.316
Ge 2.251 0.156 -1.270
H 5.239 4.255 -0.461
H 1.705 2.290 -3.304
H 2.424 1.744 2.577
F 1.840 -1.546 0.951
H 3.487 1.340 1.220
C -1.961 -3.694 3.683
C -2.379 -2.223 1.757
C 5.883 -2.815 -0.434
C 3.034 1.970 -1.641
H -1.305 4.386 0.814
H 3.434 -2.279 -2.712
H 4.446 1.969 -0.017
C 3.841 -1.037 -1.001
H -2.427 -5.173 1.413
H 4.307 5.543 -2.356
H 4.407 -0.057 0.834
H -5.462 6.492 2.470
N 1.990 2.758 0.809
H 0.858 3.684 -0.598
H -4.101 -3.888 3.620
H -0.662 -0.908 -6.199
H 2.215 4.118 2.378
C 4.064 -2.114 -1.848
P -3.041 2.272 1.965
H 1.807 -0.751 -6.253
C 4.464 3.824 -1.082
C -4.553 6.032 2.108
C -2.216 4.850 1.170
C 1.137 2.707 -0.191
H 3.067 -0.281 -4.181
H -2.293 3.677 4.331
H -0.705 -0.685 2.895
C -0.110 -0.741 -5.283
C -3.647 -3.024 -0.151
N -1.890 -2.408 3.004
C 1.302 -0.285 -2.947
F 0.081 -2.787 1.084
H -3.715 7.875 1.402
H -0.073 -1.971 3.929

=====

(2)
C32H27BaClN4O5S | ωB97M-V/def2-TZVPD

Values from the calculation:
HOMO energy: -1.430 eV
total charge: -2
HOMO-LUMO gap: 0.2057 Eh
energy above the lowest of the compared OMol25 structures with the same formula, charge and spin: 23.4 kcal per mole
max |F|: 0.0467 Eh/bohr
calculated total energy: -2714.86544 Ha
multiplicity: 1

Atoms and positions in Å:
H -1.249 -0.052 5.514
Ba 0.455 0.303 -0.204
C 2.723 1.946 1.961
C 3.644 1.923 -0.395
H 2.387 -0.290 -3.242
O -0.916 0.177 -2.511
C -5.188 -0.955 1.372
C 1.787 -1.195 -3.368
N 1.535 -1.792 -2.067
H 2.929 2.302 2.992
H 0.268 0.225 3.523
H -6.232 -1.127 1.132
S -2.148 -0.364 -1.939
H 0.560 -3.440 -1.230
C -3.142 2.163 -1.744
H 2.335 -1.893 -4.028
C -0.779 -0.038 3.398
C -3.374 0.885 -2.243
H -6.321 1.387 -3.818
O -1.286 4.862 0.347
C 3.325 -3.796 0.370
C 4.735 2.358 -1.232
C 4.833 3.053 1.460
H 1.263 -1.911 2.997
C -2.917 -0.623 0.544
C -1.639 -0.178 4.511
H 3.898 -4.341 -0.378
C 1.846 -2.413 2.218
H 6.596 3.385 -1.395
C 5.842 3.432 0.622
H -5.937 3.667 -2.935
O -2.661 -1.573 -2.554
O 1.715 1.303 1.754
C -4.509 0.590 -2.986
H -4.605 -0.971 -0.704
C -2.497 -0.488 1.926
N -0.574 2.563 0.227
H -3.895 4.158 -1.604
H 2.464 -3.927 3.637
O 2.687 1.241 -0.852
C 2.648 -2.627 0.016
H 4.689 2.082 -2.280
C 5.788 3.079 -0.740
C -2.953 -0.465 4.292
H -0.307 -2.672 -2.573
H 3.797 -5.186 1.952
N -1.181 -0.197 2.166
C 3.273 -4.278 1.676
H 1.118 -3.694 -2.902
H 0.845 -0.924 -3.846
C -4.071 3.163 -1.996
C 1.861 -1.866 0.917
H 3.421 -1.236 -1.427
H -5.524 -0.933 3.485
C -3.437 -0.614 2.971
H -2.246 2.359 -1.156
C 3.742 2.312 0.988
H 3.324 -2.914 -2.016
H 4.869 3.323 2.511
C -5.212 2.883 -2.741
C 2.524 -3.572 2.611
Cl 7.217 4.361 1.230
N -1.916 -0.462 -0.401
C -5.431 1.601 -3.236
H -4.649 -0.418 -3.357
H -3.646 -0.573 5.121
C -4.807 -0.853 2.676
C -4.259 -0.846 0.313
C -0.911 3.707 0.291
C 0.677 -2.959 -2.201
C 2.803 -2.139 -1.421

=====

(3)
C18H20AsN2O7RuS2 | ωB97M-V/def2-TZVPD

Values from the calculation:
HOMO energy (alpha / beta): -12.294 / -12.281 eV
total charge: +1
HOMO-LUMO gap (alpha / beta): 0.2572 / 0.2030 Eh
energy above the lowest of the compared OMol25 structures with the same formula, charge and spin: 57.6 kcal per mole
<S²>: 6.021
max |F|: 0.0749 Eh/bohr
calculated total energy: -4460.81716 Ha
multiplicity: 5

Atoms and positions in Å:
O 0.809 1.937 -2.081
N -1.557 -0.833 -0.030
C -0.421 -2.916 1.458
H -2.000 -3.798 -2.587
C 1.625 -2.275 3.237
C 3.520 1.750 1.755
H 1.365 -0.252 2.569
H -1.207 -3.143 0.755
H -4.040 -2.388 -2.321
H -5.253 0.924 -1.346
C -5.245 0.307 -2.240
C 0.168 -3.903 2.223
H 5.287 0.588 2.029
H -0.988 -2.428 -2.114
C -3.812 0.087 -2.717
H -3.123 -2.510 -0.804
C -2.263 -0.107 -0.853
O 1.114 3.993 -0.969
C 0.032 -1.598 1.570
H 4.134 1.370 -2.031
H 5.689 0.291 -0.397
N -3.030 -0.672 -1.760
C 4.610 1.019 1.307
O 1.215 2.788 3.271
H 3.342 1.894 2.813
C -1.924 -2.714 -2.587
H -3.809 -0.467 -3.659
H -0.172 -4.924 2.136
S -2.422 1.671 -0.641
H 0.877 3.430 3.909
C -3.106 -2.125 -1.825
O 2.644 3.402 -2.842
O 1.736 5.034 1.898
H 2.415 -2.033 3.929
C 2.897 2.179 -0.510
C 4.837 0.855 -0.051
C 1.047 -1.280 2.476
C 1.198 -3.589 3.102
S 1.874 2.975 -1.740
O -0.382 3.270 1.244
H -3.330 1.055 -2.880
C -0.472 -0.546 0.675
H -5.741 -0.636 -2.026
Ru -0.233 2.463 -0.444
C 3.974 1.437 -0.966
H 1.674 -4.368 3.677
H -5.802 0.813 -3.022
O 0.224 0.492 0.530
As 1.293 3.524 1.659
C 2.646 2.327 0.840
H -1.913 -2.371 -3.617

=====

(4)
C9H15N2S | ωB97M-V/def2-TZVPD

Values from the calculation:
HOMO energy: -12.217 eV
total charge: +1
HOMO-LUMO gap: 0.3351 Eh
energy above the lowest of the compared OMol25 structures with the same formula, charge and spin: 30.8 kcal per mole
max |F|: 0.1040 Eh/bohr
calculated total energy: -859.32075 Ha
multiplicity: 1

Atoms and positions in Å:
H -2.301 -2.365 -0.501
N 1.407 1.325 0.117
H 1.531 2.366 0.107
H 0.564 -1.146 2.678
H 4.163 0.310 -1.268
C -1.456 -2.107 -1.052
C 2.363 0.458 -0.273
S 1.867 -1.186 -0.200
H -1.257 0.943 2.047
C 0.202 -0.753 0.578
C -0.404 1.467 1.825
C -1.843 1.047 -1.845
C -1.054 0.417 -0.795
H -0.897 -3.076 -1.099
N 3.416 0.906 -0.891
H -0.371 2.577 1.516
C -0.850 -0.891 -0.493
C 0.243 0.768 0.639
H 3.467 1.896 -1.067
H -1.099 -1.398 2.058
H -2.496 0.185 -2.210
C -0.054 -1.537 1.892
H -1.165 1.167 -2.728
H 0.135 -2.612 1.820
H -1.812 -1.961 -2.059
H -2.517 1.925 -1.541
H 0.219 1.274 2.743